The following is a quantum chemistry calculation of an isolated molecule of C2H4N4 in a non-equilibrium geometry, from the OMol25 dataset.

XYZ file:
```
10
C2H4N4, DFT ωB97M-V with the def2-TZVPD basis set
C 0.068 0.844 1.346
C 1.720 0.542 -0.179
N 1.371 1.008 0.914
N -0.671 0.033 0.698
N -0.205 -0.666 -0.288
N -1.074 -1.019 -1.337
H -0.326 1.099 2.345
H 2.219 0.450 -1.040
H -1.341 -1.977 -1.148
H -1.762 -0.314 -1.310
```

Energy above the lowest of the compared OMol25 structures with the same formula, charge and spin: 122.2 kcal per mole
E_HOMO: -0.2851 Ha
Gap between HOMO and LUMO: 8.2 eV
E_LUMO: 0.435 eV

These are the Löwdin partial charges, in e, on atoms 1 to 6: -0.269 0.148 0.034 -0.042 -0.142 0.014

---

The following is a quantum chemistry calculation of an isolated molecule of C2H4N4 in a non-equilibrium geometry, from the OMol25 dataset.

XYZ file:
```
10
C2H4N4, DFT ωB97M-V with the def2-TZVPD basis set
N 0.262 1.061 -1.080
C -0.381 0.495 0.066
C 0.225 0.102 1.250
N 0.235 -1.251 1.259
N -0.439 -1.709 0.235
N -0.963 -0.648 -0.377
H 0.804 0.207 -1.285
H 0.949 1.750 -0.804
H 0.678 0.690 2.039
H -1.370 -0.697 -1.303
```

Energy above the lowest of the compared OMol25 structures with the same formula, charge and spin: 69.6 kcal per mole
SMILES: Nc1cnn[nH]1
E_HOMO: -0.3311 Ha
Gap between HOMO and LUMO: 9.3 eV
E_LUMO: 0.265 eV

These are the Löwdin partial charges, in e, on atoms 1 to 6: 0.074 -0.352 -0.126 -0.009 -0.007 -0.009

---

The following is a quantum chemistry calculation of a structure of composition C2H4N4, from the OMol25 dataset.

XYZ file:
```
10
C2H4N4, DFT ωB97M-V with the def2-TZVPD basis set
C -1.626 -0.071 -0.067
N -0.351 -0.437 0.536
N 0.952 1.198 0.607
C 1.920 0.673 0.151
N 1.565 -1.134 -0.427
N 0.432 -1.162 -0.116
H -2.374 -0.854 0.094
H -1.528 0.139 -1.137
H -1.947 0.832 0.453
H 2.958 0.818 -0.094
```

Energy above the lowest of the compared OMol25 structures with the same formula, charge and spin: 99.4 kcal per mole
E_HOMO: -0.3577 Ha
Gap between HOMO and LUMO: 10.0 eV
E_LUMO: 0.309 eV

These are the Löwdin partial charges, in e, on atoms 1 to 6: -0.095 -0.061 0.093 -0.177 0.119 -0.181

---

The following is a quantum chemistry calculation of an isolated molecule of C2H4N4 in a non-equilibrium geometry, from the OMol25 dataset.

XYZ file:
```
10
C2H4N4, DFT ωB97M-V with the def2-TZVPD basis set
C -2.495 0.864 0.065
C 0.799 -0.701 0.033
N -4.245 -0.762 0.026
N -3.382 -0.015 -0.040
N -1.135 0.659 -0.032
N -0.616 -0.461 0.057
H -2.714 1.832 -0.175
H 0.959 -0.986 -0.906
H 1.293 0.270 0.240
H 0.892 -1.453 0.683
```

Energy above the lowest of the compared OMol25 structures with the same formula, charge and spin: 100.5 kcal per mole
E_HOMO (spin up / spin down): -0.3188 / -0.3188 Ha
Gap between HOMO and LUMO (spin up / spin down): 9.0 / 9.0 eV
E_LUMO (spin up / spin down): 0.367 / 0.367 eV

These are the Löwdin partial charges, in e, on atoms 1 to 6: -0.221 -0.085 0.238 -0.083 -0.013 -0.085

---

The following is a quantum chemistry calculation of an isolated molecule of C2H4N4O in a non-equilibrium geometry, from the OMol25 dataset.

XYZ file:
```
11
C2H4N4O, DFT ωB97M-V with the def2-TZVPD basis set
N -1.835 0.408 -0.419
N -0.539 0.172 0.074
C 0.652 0.025 -0.678
C 1.607 -0.322 0.508
O 2.766 -0.584 0.472
N 0.833 -0.326 1.644
N -0.371 -0.083 1.377
H -2.434 0.968 0.374
H -2.294 -0.398 -0.865
H 1.012 0.874 -1.117
H 0.604 -0.735 -1.370
```

Energy above the lowest of the compared OMol25 structures with the same formula, charge and spin: 83.3 kcal per mole
SMILES: NN1CC(=O)N=N1
E_HOMO: -0.3442 Ha
Gap between HOMO and LUMO: 9.3 eV
E_LUMO: -0.074 eV

These are the Löwdin partial charges, in e, on atoms 1 to 6: 0.039 -0.255 -0.029 -0.460 0.110 0.060

---

The following is a quantum chemistry calculation of an isolated molecule of C2H4N4O, from the OMol25 dataset.

XYZ file:
```
11
C2H4N4O, DFT ωB97M-V with the def2-TZVPD basis set
N -1.647 -0.076 1.487
C -0.536 0.028 0.653
N 0.659 0.388 1.073
N 1.410 0.242 -0.063
C 0.620 -0.160 -1.064
O 1.103 -0.397 -2.286
N -0.620 -0.309 -0.671
H -1.386 -0.038 2.461
H -2.358 0.616 1.286
H 2.396 0.449 -0.075
H 0.359 -0.742 -2.801
```

Energy above the lowest of the compared OMol25 structures with the same formula, charge and spin: 5.9 kcal per mole
SMILES: Nc1n[nH]c(O)n1
E_HOMO: -0.3253 Ha
Gap between HOMO and LUMO: 9.6 eV
E_LUMO: 0.750 eV

These are the Löwdin partial charges, in e, on atoms 1 to 6: 0.102 -0.494 0.083 0.062 -0.480 0.109

---

The following is a quantum chemistry calculation of an isolated molecule of C2H4N4O in a non-equilibrium geometry, from the OMol25 dataset.

XYZ file:
```
11
C2H4N4O, DFT ωB97M-V with the def2-TZVPD basis set
N -0.364 2.034 -0.429
C -0.124 0.693 -0.341
N 0.572 0.070 -1.241
N 0.799 -1.234 -0.656
C 0.061 -1.189 0.522
O -0.064 -2.255 1.308
N -0.548 -0.059 0.731
H -0.259 2.392 -1.367
H -1.177 2.355 0.069
H 1.752 -0.823 -0.636
H -0.648 -1.983 2.038
```

Energy above the lowest of the compared OMol25 structures with the same formula, charge and spin: 32.4 kcal per mole
SMILES: Nc1n[nH]c(O)n1
E_HOMO: -0.3296 Ha
Gap between HOMO and LUMO: 9.7 eV
E_LUMO: 0.732 eV

These are the Löwdin partial charges, in e, on atoms 1 to 6: 0.129 -0.523 0.042 0.062 -0.464 0.115

---

The following is a quantum chemistry calculation of an isolated molecule of C2H4N4O in a non-equilibrium geometry, from the OMol25 dataset.

XYZ file:
```
11
C2H4N4O, DFT ωB97M-V with the def2-TZVPD basis set
C -1.394 -1.112 -0.018
N -0.184 -0.761 0.016
N 0.328 0.555 -0.450
N -0.209 1.753 -0.075
N 1.628 0.433 0.020
C 2.103 -0.711 0.088
O 2.937 -1.514 0.259
H -2.206 -0.433 -0.280
H -1.658 -2.128 0.241
H -0.921 2.070 -0.718
H -0.425 1.849 0.915
```

Energy above the lowest of the compared OMol25 structures with the same formula, charge and spin: 103.3 kcal per mole
SMILES: C=NN(N)N=C=O
E_HOMO: -0.3235 Ha
Gap between HOMO and LUMO: 9.6 eV
E_LUMO: 0.751 eV

These are the Löwdin partial charges, in e, on atoms 1 to 6: -0.020 0.000 -0.251 0.043 0.074 -0.319

---

Question: What is the formula in the fourth record?
Answer: C2H4N4